--- 1 ---
{"formula": "C3H3Cl", "method": "ωB97M-V/def2-TZVPD", "elements": ["C", "C", "C", "H", "H", "H", "Cl"], "xyz": [[0.7218, 0.0309, 0.5406], [-0.5137, 0.2470, -0.2150], [-1.2926, -0.2342, -1.1767], [1.4264, -0.8549, 0.1681], [0.2889, -0.3770, 1.4624], [-2.2289, -0.3695, -1.8622], [1.5982, 1.5577, 1.0828]], "nbo_charge": [-0.458, -0.055, -0.203, 0.261, 0.243, 0.268, -0.055], "orbital_gap_ev": 10.328, "smiles": "C#CCCl"}

--- 2 ---
{"formula": "C3H3Cl", "method": "ωB97M-V/def2-TZVPD", "elements": ["C", "C", "C", "H", "H", "H", "Cl"], "xyz": [[-0.0238, 0.8860, 0.0299], [1.2881, 0.3042, -0.0812], [2.2034, -0.4575, 0.0280], [-0.2974, 1.5308, -0.8086], [-0.2806, 1.4251, 0.9538], [2.9780, -1.2335, 0.0651], [-1.3651, -0.3599, -0.0041]], "nbo_charge": [-0.425, -0.061, -0.174, 0.240, 0.249, 0.249, -0.077], "orbital_gap_ev": 11.372, "smiles": "C#CCCl"}

--- 3 ---
{"formula": "C3H3Cl", "method": "ωB97M-V/def2-TZVPD", "elements": ["C", "C", "C", "Cl", "H", "H", "H"], "xyz": [[-1.2142, 0.4181, 0.2504], [1.9097, -0.8980, -0.0091], [-0.0775, -0.2666, -0.1102], [2.8058, 0.4677, -0.0667], [-1.1247, 1.1586, 1.0305], [-2.1951, 0.1316, -0.3051], [-0.1041, -1.0114, -0.7897]], "nbo_charge": [-0.459, 0.019, -0.238, 0.100, 0.206, 0.226, 0.147], "orbital_gap_ev": 7.775}

Stability summary - winner: 2; margin: 30.5 kcal/mol.

--- 1 ---
{"formula": "C5H12NO", "method": "ωB97M-V/def2-TZVPD", "elements": ["C", "O", "C", "C", "C", "C", "N", "H", "H", "H", "H", "H", "H", "H", "H", "H", "H", "H", "H"], "xyz": [[0.1334, 1.5227, 1.2403], [1.1820, 2.1486, 1.8042], [0.5114, 0.1521, 0.6359], [-0.4572, -0.3996, -0.3938], [-0.0164, -1.6619, -1.1008], [-0.8084, 0.6319, -1.5053], [0.6508, -0.8760, 1.6888], [-0.8025, 1.5022, 1.8239], [-0.0933, 2.1692, 0.3658], [1.4907, 0.4541, 0.2547], [-1.4141, -0.5276, 0.1008], [-0.8088, -2.0522, -1.7438], [0.8918, -1.5246, -1.6929], [0.1583, -2.4634, -0.3771], [0.0688, 0.7758, -2.1436], [-1.1190, 1.6175, -1.1565], [-1.6583, 0.3090, -2.1102], [0.5081, -0.5079, 2.6211], [1.5826, -1.2699, 1.6884]], "lowdin_spin": [0.106, 0.791, 0.013, 0.000, 0.001, 0.007, 0.003, 0.011, 0.064, -0.001, 0.000, 0.000, 0.000, 0.000, 0.000, 0.004, 0.001, 0.001, 0.001], "orbital_gap_ev": [10.540, 8.034], "multiplicity": 2}

--- 2 ---
{"formula": "C5H12NO", "method": "ωB97M-V/def2-TZVPD", "elements": ["C", "O", "C", "C", "C", "C", "N", "H", "H", "H", "H", "H", "H", "H", "H", "H", "H", "H", "H"], "xyz": [[-0.5952, -2.3019, -0.5484], [-1.1006, -3.2894, 0.3026], [-0.9219, -0.8410, -0.0702], [0.4626, 0.0389, -0.1170], [0.3031, 1.5066, 0.0301], [1.7086, 2.2500, -0.0012], [-1.5645, -0.7325, 1.2272], [0.4598, -2.2912, -0.9187], [-1.0823, -2.2159, -1.6397], [-1.4336, -0.4103, -0.9078], [1.0937, -0.2427, 0.7539], [1.0951, -0.1303, -1.0498], [-0.4762, 1.9242, -0.5792], [0.0403, 1.7940, 1.0751], [2.1351, 2.3037, -1.0858], [1.6257, 3.4181, 0.0214], [2.3189, 1.8382, 0.8055], [-1.4569, -1.7490, 1.5883], [-2.6117, -0.8698, 1.1137]], "lowdin_spin": [0.094, 0.773, 0.005, 0.006, 0.001, 0.000, 0.007, 0.031, 0.078, 0.003, 0.000, 0.001, 0.000, 0.000, 0.000, 0.000, 0.000, 0.000, 0.001], "orbital_gap_ev": [10.530, 7.651], "multiplicity": 2}

Stability summary - winner: 1; margin: 38.0 kcal/mol.

--- 1 ---
{"formula": "C3H11O", "method": "ωB97M-V/def2-TZVPD", "elements": ["O", "H", "H", "H", "C", "C", "C", "H", "H", "H", "H", "H", "H", "H", "H"], "xyz": [[2.5810, -0.3059, -0.9412], [3.5345, -0.2002, -1.0966], [2.1940, -0.8961, -1.6139], [1.9339, -0.0333, -0.2298], [0.1320, 0.6086, 0.3200], [-1.3447, 0.5352, 0.7569], [-2.0693, -0.6674, 0.1619], [0.8427, 0.4600, 1.1433], [0.2343, -0.2886, -0.3238], [0.4224, 1.4980, -0.2181], [-1.3581, 0.4727, 1.8467], [-1.8290, 1.4593, 0.4450], [-3.1107, -0.5032, -0.1091], [-2.0148, -1.5890, 0.7406], [-1.6327, -0.9343, -0.8069]], "nbo_charge": [-0.820, 0.594, 0.573, 0.606, -0.655, -0.399, -0.615, 0.207, 0.172, 0.232, 0.227, 0.229, 0.240, 0.222, 0.187], "total_charge": 1, "orbital_gap_ev": 10.534}

--- 2 ---
{"formula": "C3H11O", "method": "ωB97M-V/def2-TZVPD", "elements": ["O", "H", "H", "H", "C", "C", "C", "H", "H", "H", "H", "H", "H", "H", "H"], "xyz": [[-0.1305, -2.6775, 0.0378], [-0.5399, -2.9298, 0.8964], [-0.0882, -3.4587, -0.5509], [0.1386, -1.6617, -0.2024], [0.1729, 0.2826, 0.9179], [0.5066, 1.6532, 0.1563], [-0.4105, 1.5345, -1.0803], [-0.4021, -0.3195, 0.2771], [1.0584, -0.2535, 1.5274], [-0.6252, 0.3833, 1.5820], [0.4330, 2.6371, 0.7923], [1.5589, 1.5814, -0.2204], [-0.3687, 2.4241, -1.7722], [-1.5125, 1.4750, -0.8296], [-0.2227, 0.7201, -1.7648]], "nbo_charge": [-0.843, 0.584, 0.584, 0.618, -0.625, -0.408, -0.636, 0.140, 0.232, 0.238, 0.252, 0.217, 0.242, 0.210, 0.196], "total_charge": 1, "orbital_gap_ev": 10.155}

--- 3 ---
{"formula": "C3H11O", "method": "ωB97M-V/def2-TZVPD", "elements": ["O", "H", "H", "H", "C", "C", "C", "H", "H", "H", "H", "H", "H", "H", "H"], "xyz": [[1.9157, 0.4795, -2.4829], [1.4716, -0.3751, -2.2516], [1.2731, 1.2004, -2.6034], [2.6511, 0.4803, -3.0972], [-1.4861, 0.7338, 1.6052], [-1.0189, -0.7002, 1.3134], [0.0707, -0.6966, 0.3432], [-0.6323, 1.3838, 1.8470], [-2.1682, 0.8642, 2.4663], [-1.8341, 1.3381, 0.6749], [-1.8102, -1.2509, 0.8593], [-0.6095, -1.4151, 2.1302], [0.6101, -1.6148, 0.3593], [-0.4137, -0.6487, -0.6783], [0.7426, 0.1800, 0.5854]], "nbo_charge": [-0.771, 0.598, 0.584, 0.584, -0.619, -0.416, -0.614, 0.200, 0.240, 0.205, 0.209, 0.221, 0.217, 0.160, 0.200], "total_charge": 1, "orbital_gap_ev": 8.928}

--- 4 ---
{"formula": "C3H11O", "method": "ωB97M-V/def2-TZVPD", "elements": ["O", "H", "H", "H", "C", "C", "C", "H", "H", "H", "H", "H", "H", "H", "H"], "xyz": [[-2.1073, 0.2689, -0.2553], [-2.7524, 0.1527, -0.9773], [-2.4541, -0.0960, 0.5808], [-1.1420, 0.1822, -0.5090], [0.3467, -0.9263, 1.0165], [1.1819, 0.2326, 0.4285], [0.8639, 0.5570, -1.0185], [-0.1568, -1.4765, 0.2140], [0.9720, -1.6109, 1.5740], [-0.4213, -0.6035, 1.7124], [1.0466, 1.1794, 0.9580], [2.2336, -0.0601, 0.4897], [1.4832, 1.3941, -1.3326], [-0.1042, 1.0586, -1.1400], [1.0101, -0.2523, -1.7412]], "nbo_charge": [-0.807, 0.574, 0.582, 0.587, -0.636, -0.425, -0.622, 0.183, 0.262, 0.191, 0.219, 0.240, 0.266, 0.151, 0.236], "total_charge": 1, "orbital_gap_ev": 11.329}

Stability summary - winner: 4; margin: 6.6 kcal/mol.